17
Properties=species:S:1:pos:R:3 method="wB97M-V/def2-TZVPD" e_tot_ev=-77322.8480 largest_force_ha_per_bohr=0.1238 de_lowest_kcal_mol=83.1 lumo_ev=-3.1808 mol_weight_g_mol=166.04 total_charge=+1
C -0.70 -2.27 0.73
C 0.40 1.91 0.48
C -1.01 -0.16 0.83
C 0.19 0.41 0.20
N 0.14 -2.39 -0.15
N 0.17 0.11 -1.29
Br -2.71 -0.03 -0.22
H -1.23 -2.67 1.64
H -0.06 2.35 1.44
H 1.42 2.17 0.36
H -0.17 2.39 -0.34
H -1.00 -0.04 1.90
H 0.97 -0.36 0.46
H 0.50 -3.24 -0.63
H 0.21 -0.87 -1.27
H 0.85 0.73 -1.89
H -0.86 0.44 -1.63

15
Properties=species:S:1:pos:R:3 method="wB97M-V/def2-TZVPD" e_tot_ev=-24638.1812 largest_force_ha_per_bohr=0.1296 de_lowest_kcal_mol=26.8 lumo_ev=0.2757 mol_weight_g_mol=163.16 total_charge=0
C -1.36 -0.19 2.37
O -0.99 0.78 1.44
C -0.23 0.50 0.46
N 0.52 -0.52 0.41
S 1.58 -0.76 -0.77
O 2.69 0.12 -0.82
O 1.79 -2.19 -0.91
N 0.55 -0.15 -2.07
C -0.08 1.03 -1.78
N -0.47 1.38 -0.60
H -0.38 -0.64 2.78
H -1.84 -0.93 1.94
H -1.89 0.38 3.19
H 0.55 -0.47 -3.10
H -0.44 1.66 -2.53

HOMO level list, top to bottom, in eV: -12.65, -10.34
Frontier orbital gap list, top to bottom, in eV: 9.471, 10.620